1.
Density functional theory data (ωB97M-V with the def2-TZVPD basis set) for a gas-phase ion, C2H6N2O6S2 (charge -2) in a non-equilibrium geometry.

As for the spin multiplicity: 1. The value obtained for the energy above the lowest of the compared OMol25 structures with the same formula, charge and spin is 0.454 eV. The calculation puts the HOMO energy at -0.881 eV. The net charge is -2. The SMILES is CCNN=[S@](=O)([O-])OS(=O)(=O)[O-].

Last column: Löwdin charge in e.
CARTESIAN COORDINATES (ANGSTROEM)
C (2.413, 0.107, 0.779)  -0.110
C (1.569, -0.415, -0.427)  -0.342
N (0.986, 0.473, -1.382)  -0.226
N (0.347, 1.583, -0.799)  -0.272
S (-0.903, 1.304, 0.087)  0.509
O (-1.782, 2.525, 0.041)  -0.408
O (-0.611, 0.927, 1.464)  -0.367
O (-1.673, 0.010, -0.657)  -0.419
S (-2.695, -0.981, 0.127)  0.347
O (-3.508, -1.508, -0.998)  -0.412
O (-3.534, -0.176, 1.048)  -0.378
O (-1.902, -2.007, 0.723)  -0.355
H (1.769, 0.452, 1.550)  0.019
H (2.734, -0.862, 1.209)  0.053
H (3.287, 0.793, 0.469)  0.086
H (2.341, -1.013, -1.050)  0.102
H (0.784, -1.104, -0.188)  0.079
H (0.379, -0.106, -1.995)  0.095

2.
Density functional theory data (ωB97M-V with the def2-TZVPD basis set) for a molecular structure, C2H6N2OS in a non-equilibrium geometry.

As for the spin multiplicity: 1. The value obtained for the energy above the lowest of the compared OMol25 structures with the same formula, charge and spin is 2.643 eV. The calculation puts the HOMO energy at -9.187 eV.

Last column: Löwdin charge in e.
CARTESIAN COORDINATES (ANGSTROEM)
C (0.304, 1.614, -0.134)  -0.152
C (-1.006, -0.412, -0.019)  -0.753
H (0.360, 2.250, 0.784)  0.068
H (-0.465, 2.092, -1.166)  0.182
H (1.451, 1.561, -0.670)  0.082
H (2.199, -0.533, 1.364)  -0.044
H (-0.098, -2.287, -0.052)  0.041
H (-1.804, -2.270, -0.272)  0.140
N (0.258, 0.171, 0.075)  -0.574
N (-0.927, -1.715, -0.177)  0.121
O (-1.921, 0.252, 0.276)  0.101
S (1.648, -0.723, -0.009)  0.788

3.
Density functional theory data (ωB97M-V with the def2-TZVPD basis set) for 2 unconnected molecules or ions with the total composition C2H6N2P in a non-equilibrium geometry.

As for the spin multiplicity: 1. The value obtained for the energy above the lowest of the compared OMol25 structures with the same formula, charge and spin is 4.374 eV. The calculation puts the HOMO energy (spin up / spin down) at -12.645 / -14.244 eV. The net charge is +1.

Last column: Löwdin charge in e.
CARTESIAN COORDINATES (ANGSTROEM)
C (0.324, -1.308, -0.292)  -0.094
C (-0.184, 0.868, -0.678)  -0.345
N (-0.953, -1.277, 0.077)  -0.165
N (0.797, -0.111, -0.689)  0.024
P (-1.779, 0.194, -0.240)  0.982
H (0.880, -2.144, -0.486)  0.136
H (0.734, 2.022, 0.945)  0.163
H (-0.139, 1.889, -0.947)  0.032
H (-1.593, -2.049, 0.063)  0.121
H (1.768, 0.169, -0.646)  0.171
H (-1.727, 0.306, 1.149)  -0.024